Here is a molecular structure, C40H47FeN3OP4 at a distorted geometry from OMol25. Energies are from ωB97M-V/def2-TZVPD.

Calculated values
Multiplicity: 5
Net charge: +2
E_LUMO (spin up / spin down): -4.36 / -5.47 eV

Structure (XYZ):
```
96
Properties=species:S:1:pos:R:3:forces:R:3:lowdin_spin:R:1
Fe 0.59342 -0.83431 -0.20291 0.2 -0.5 -0.2 3.632
C 3.28356 0.14022 -2.36933 1.4 0.1 -0.6 0.008
P 2.86868 -1.18478 -1.17711 0.4 1.2 1.6 0.046
C 4.19828 -1.18293 0.19173 -0.2 0.2 -2.0 0.010
C 3.01858 -2.76467 -1.98825 -2.5 0.4 0.1 0.005
C 4.16577 -3.17348 -2.51832 4.6 0.2 0.1 0.001
C 4.37535 -4.39713 -3.13255 -1.7 -0.1 0.2 0.001
C 3.26065 -5.22655 -3.24901 0.1 -0.6 0.1 0.000
C 1.99659 -4.78987 -2.80256 1.0 -0.4 -0.4 0.001
C 1.88267 -3.55780 -2.18853 -1.0 -0.1 0.3 0.002
P 0.24123 -2.96695 -1.63803 -0.5 0.5 -1.3 0.046
C -0.64349 -2.72423 -3.26382 0.6 1.2 -0.2 0.004
C -0.67771 -4.45131 -1.19679 0.6 -1.1 0.4 0.013
H 4.34063 0.09758 -2.77284 -1.0 -0.1 0.7 0.002
H 3.16378 1.12790 -1.88998 -0.1 -0.5 -0.2 0.000
H 2.65507 0.06091 -3.26453 -0.2 0.1 0.3 0.000
H 5.15279 -1.48094 -0.28493 -0.5 -0.1 0.5 0.002
H 3.85457 -1.86391 0.95659 0.2 -0.2 0.2 0.001
H 4.35554 -0.18297 0.59043 -0.3 0.1 0.0 0.000
H 5.08772 -2.58218 -2.26803 -0.9 -0.4 -0.6 0.000
H 5.35200 -4.66056 -3.45650 0.5 -0.4 -0.2 0.000
H 3.37750 -6.26635 -3.59170 -0.1 0.7 -0.1 0.000
H 1.14340 -5.44480 -2.95595 0.2 0.1 0.1 0.000
H -0.49919 -3.58358 -3.90482 -0.2 -0.5 0.1 0.001
H -0.26811 -1.88777 -3.90691 -0.3 -0.3 0.9 0.000
H -1.70303 -2.57117 -3.01392 0.2 0.0 -0.3 0.000
H -0.59313 -5.20646 -2.01771 -0.4 0.6 0.7 0.003
H -1.71584 -4.19728 -0.97039 0.1 -0.1 -0.2 0.000
H -0.21740 -4.88160 -0.29404 -0.3 0.0 -0.2 0.000
C -0.71198 3.61050 -0.12068 -0.7 -1.8 -0.2 0.000
N -0.17684 2.16692 -0.20325 0.3 1.1 1.5 0.006
P 0.83690 1.41141 1.00092 -0.8 0.7 -1.2 0.042
C 2.13871 2.63489 1.24312 -1.3 -0.2 0.0 0.008
C 2.79667 3.10812 0.12336 1.2 0.5 1.0 0.003
C 3.85177 3.99115 0.36856 -0.4 -0.3 -0.5 0.000
C 4.17130 4.44376 1.65326 0.0 -0.4 -1.3 0.003
C 3.46169 3.97380 2.72611 0.0 0.3 -0.6 0.000
C 2.41723 3.10850 2.50663 0.7 -0.4 0.3 0.004
C -0.07743 1.35974 2.53156 -0.4 0.7 1.1 0.006
C 0.61316 0.65328 3.52712 -0.4 0.1 0.3 0.002
C 0.08487 0.56687 4.81611 -0.5 0.8 0.1 0.000
C -1.12012 1.24223 5.12872 0.7 -1.0 -1.0 0.001
C -1.80735 1.93439 4.13710 -0.2 0.5 0.8 0.000
C -1.28058 2.03136 2.85440 1.2 -1.3 0.8 0.002
P -0.67522 0.98664 -1.25895 -0.5 0.4 -1.9 0.027
C -0.29828 1.70724 -2.93786 0.3 0.2 0.4 0.006
C -0.77586 1.11477 -4.10618 0.8 -0.6 -1.2 0.002
C -0.30389 1.49772 -5.36917 -0.9 0.0 -0.1 0.000
C 0.52212 2.60437 -5.49356 0.8 -0.4 -2.1 0.002
C 1.05881 3.14356 -4.37928 0.3 1.6 2.7 0.000
C 0.61518 2.75909 -3.08060 0.4 -0.5 -1.1 0.003
C -2.47945 0.91758 -1.30556 -0.4 -1.1 0.4 0.006
C -3.18567 -0.26843 -1.00656 0.8 -1.0 0.3 0.001
C -4.57272 -0.29366 -1.09635 0.6 -0.6 0.7 0.000
C -5.29438 0.84188 -1.40535 -0.6 0.7 -0.3 0.000
C -4.64940 2.04184 -1.70463 2.1 -1.8 0.6 0.000
C -3.22314 2.01850 -1.65426 -1.3 2.2 -1.7 0.001
H -0.15343 4.14398 0.62790 0.2 0.1 0.4 0.000
H -1.81251 3.56372 0.18161 1.5 0.3 -0.7 0.000
H -0.51146 4.08338 -1.09315 -0.6 -0.1 0.4 0.000
H 2.56055 2.77415 -0.87152 0.0 0.0 -0.1 0.000
H 4.41872 4.25829 -0.50216 0.4 0.6 -0.1 0.000
H 4.98078 5.12905 1.78056 0.4 0.3 0.1 0.000
H 3.75564 4.28840 3.68943 0.0 0.2 1.0 0.000
H 1.94260 2.68721 3.35433 -0.6 -0.1 0.6 0.000
H 1.58020 0.21679 3.25476 -0.3 -0.1 0.3 0.000
H 0.60517 0.05364 5.61493 0.1 -0.1 -0.1 0.000
H -1.56324 1.12269 6.09807 0.0 0.2 0.4 0.000
H -2.71809 2.48533 4.45333 0.6 -0.4 -0.6 0.000
H -1.79385 2.61388 2.16061 -0.7 0.8 -1.3 0.000
H -1.36499 0.21353 -4.14455 -0.5 -0.1 0.6 0.000
H -0.61537 0.94119 -6.27022 0.0 0.4 0.6 0.000
H 0.90179 2.99394 -6.47633 -0.7 -0.7 0.9 0.000
H 1.80215 3.95597 -4.45285 -0.5 -0.5 0.0 0.000
H 1.05962 3.22322 -2.21593 0.0 0.1 0.1 0.000
H -2.64480 -1.23730 -0.73119 -0.6 1.5 -0.4 0.001
H -5.08892 -1.21940 -0.83639 0.0 0.3 -0.3 0.000
H -6.37489 0.74472 -1.45038 0.1 0.2 0.0 0.000
H -5.12205 2.94059 -2.00858 -0.6 0.5 -0.2 0.000
H -2.75620 2.92033 -2.14019 -0.1 -0.9 1.0 0.000
N -0.41914 -1.49064 1.46387 -0.9 0.3 0.4 0.041
C -1.22130 -1.36912 2.30800 0.9 -0.9 -0.8 0.034
N -2.07089 -1.42428 3.28252 -1.4 0.8 -0.4 0.013
C -1.83649 -2.46828 4.27903 0.7 -1.1 -0.2 0.002
C -2.76123 -2.36209 5.45273 -0.8 0.3 -0.1 0.000
O -4.13295 -2.26724 5.00723 0.8 -0.4 0.0 0.000
C -4.35792 -1.13038 4.22249 1.3 1.8 0.6 0.000
C -3.53832 -1.07390 2.93126 1.3 -1.1 1.4 0.002
H -0.80091 -2.45782 4.58786 0.4 0.6 0.4 0.000
H -1.86589 -3.46993 3.82184 -0.7 0.2 -0.1 0.000
H -2.48806 -1.53888 6.13584 -0.3 0.0 -0.4 0.000
H -2.67001 -3.28398 6.01180 -0.2 -0.2 0.2 0.000
H -4.11147 -0.21196 4.82051 -0.2 -0.6 -0.3 0.000
H -5.39087 -1.05530 3.95038 -0.7 -0.3 0.0 0.000
H -3.50592 -0.09283 2.47973 -0.3 0.1 -0.2 0.000
H -3.90206 -1.87176 2.30875 -0.1 -0.1 -0.8 0.000
```
Positions in Å, forces in eV/Å.